A cluster of 2 separate species, C6H14N2O2 in total at a distorted geometry, computed with the ωB97M-V functional and the def2-TZVPD basis.

Atoms and positions in Å:
H 2.23 -3.05 -0.81
C 1.60 -2.45 -0.14
H -1.90 2.89 -1.73
H -2.46 -0.86 0.70
O -2.99 0.71 -2.09
H -3.50 -1.42 -0.73
C 2.09 1.04 1.38
C 1.62 -0.36 1.22
H -0.22 2.40 -1.58
H 1.41 -3.13 0.71
H -0.95 3.22 -0.21
H -0.85 0.86 0.15
H 3.26 -1.42 0.60
C -2.59 -0.95 -0.38
N -1.62 1.27 -0.36
H -1.76 -1.61 -0.74
C -2.42 0.42 -1.05
H 3.09 1.02 1.78
O 0.77 -0.87 1.92
N 2.29 -1.27 0.35
H 0.63 -2.16 -0.60
H 2.04 1.69 0.50
C -1.19 2.52 -1.02
H 1.42 1.53 2.11

Its total charge is 0. As for the multiplicity: 1. The value obtained for the total energy is -497.004044 Ha. The value obtained for the LUMO energy is 0.02137 hartree. Its frontier orbital gap is 10.079 eV. Its HOMO energy is -0.349 hartree. As for the structure (SMILES): CNC(C)=O.CNC(C)=O. The maximum force comes out at 3.277 eV/Å. Its energy relative to the best compared isomer or geometry (same formula, charge and spin) is 140.43 kJ/mol.

Here are the Mulliken charges for atoms 1 to 6, given in e:
1 H 0.32
2 C -0.59
3 H 0.37
4 H 0.33
5 O -0.61
6 H 0.33